Formula: C20H37N7O2Pt
Source: the Open Molecules 2025 dataset
Level of theory: the ωB97M-V functional and the def2-TZVPD basis

```
67
Properties=species:S:1:pos:R:3:forces:R:3
Pt 0.813 0.924 0.195 -0.0204 0.1702 0.3957
N -0.248 -2.095 -0.784 -0.0528 -0.0203 -0.0485
C 0.659 -1.528 -1.778 -0.0293 0.0568 0.0655
C 1.331 -2.515 -2.790 -0.0102 -0.0130 0.0097
C 1.011 -4.010 -2.662 -0.0289 0.0104 -0.0715
C 1.396 -4.675 -1.328 -0.0538 -0.0231 0.0407
N 2.528 -4.030 -0.705 0.0655 0.0035 -0.0003
C 3.730 -4.409 -0.953 0.0259 -0.0355 0.0360
N 4.081 -5.524 -1.681 0.0046 -0.0093 -0.0006
N 4.775 -3.632 -0.546 0.0410 -0.0181 -0.0126
C 1.758 -0.714 -1.089 0.3123 -0.2821 -0.1490
O 2.619 -1.404 -0.330 -0.0577 0.0596 0.0131
O 2.100 0.413 -1.508 0.0329 0.0030 -0.0868
H 0.248 -2.521 -0.011 0.0048 0.0565 0.0077
H -0.848 -2.797 -1.200 0.0185 0.0012 0.0150
H 0.093 -0.792 -2.349 -0.0127 0.0096 0.0075
H 2.414 -2.390 -2.752 0.0049 -0.0290 0.0124
H 1.039 -2.211 -3.797 -0.0055 0.0186 0.0018
H 1.548 -4.504 -3.477 0.0088 -0.0155 0.0164
H -0.050 -4.201 -2.850 -0.0053 0.0301 -0.0023
H 1.531 -5.753 -1.492 0.0395 0.0177 -0.0099
H 0.563 -4.604 -0.629 0.0150 -0.0177 -0.0025
H 2.449 -2.396 -0.363 -0.1151 -0.0570 -0.0391
H 3.397 -6.257 -1.741 -0.0036 -0.0021 0.0047
H 5.030 -5.848 -1.608 -0.0016 0.0120 -0.0151
H 4.559 -2.797 -0.028 0.0051 0.0185 -0.0020
H 5.695 -4.018 -0.442 -0.0170 -0.0058 0.0045
C 0.927 -0.035 4.468 -0.0149 -0.0312 -0.0111
C 0.551 1.406 4.296 0.0436 0.0391 0.0686
C 0.406 2.250 5.381 0.0274 -0.0303 0.0057
C 0.025 3.578 5.217 0.0119 0.0100 0.0413
C -0.176 4.064 3.938 0.0332 0.0004 -0.0929
C 0.000 3.266 2.810 -0.0487 0.0366 0.0448
C -0.157 3.868 1.444 -0.0066 -0.0206 -0.0281
C 0.343 1.904 2.983 0.0564 -0.1097 -0.0809
N 0.436 1.000 1.968 -0.2119 0.0521 -0.0680
H 1.019 -0.290 5.524 -0.0095 -0.0036 0.0015
H 1.870 -0.269 3.968 0.0022 0.0280 0.0064
H 0.173 -0.676 4.003 0.0131 0.0016 0.0047
H 0.577 1.855 6.377 -0.0043 0.0017 0.0005
H -0.101 4.226 6.075 -0.0055 -0.0134 0.0034
H -0.452 5.104 3.799 -0.0025 -0.0048 -0.0069
H -0.246 4.952 1.518 -0.0196 -0.0022 0.0105
H -1.039 3.490 0.919 -0.0066 -0.0183 -0.0132
H 0.705 3.627 0.812 -0.0033 -0.0005 0.0214
C -2.844 0.915 1.261 -0.0115 0.0415 0.0092
C -2.553 0.599 -0.197 -0.0630 -0.0647 -0.0520
N -2.508 1.797 -1.047 -0.0089 -0.0256 0.1232
C -3.819 2.334 -1.401 0.0245 0.0194 0.0218
C -4.442 1.635 -2.603 -0.0411 0.0040 -0.0210
C -1.383 2.245 -1.629 0.1441 -0.1399 -0.0782
C -1.503 3.421 -2.566 -0.0507 -0.0380 -0.0568
N -0.205 1.724 -1.433 -0.1000 0.3434 0.0167
H -2.961 -0.014 1.820 0.0125 -0.0119 -0.0108
H -3.764 1.492 1.377 -0.0066 -0.0212 -0.0011
H -2.026 1.466 1.719 0.0475 0.0177 -0.0165
H -3.339 -0.048 -0.600 -0.0037 0.0221 -0.0102
H -1.620 0.051 -0.294 0.0517 0.0157 0.0242
H -3.752 3.407 -1.569 0.0114 0.0021 -0.0234
H -4.461 2.210 -0.529 0.0032 -0.0128 -0.0039
H -3.829 1.753 -3.497 -0.0003 -0.0002 0.0086
H -5.429 2.048 -2.812 -0.0023 -0.0024 0.0053
H -4.558 0.567 -2.417 0.0059 0.0007 0.0049
H -1.845 4.299 -2.017 0.0271 0.0177 0.0037
H -2.208 3.232 -3.374 -0.0044 0.0245 0.0080
H -0.532 3.648 -2.998 -0.0024 -0.0047 -0.0005
H 0.499 2.186 -1.994 -0.0521 -0.0612 -0.0493
```
Positions in Å, forces in eV/Å.

* Kohn-Sham gap: 6.20 eV
* molar mass: 602.641 g mol⁻¹
* LUMO level: 0.442 eV
* charge: 0
* energy: -39111.72478 eV

---

Formula: C21H34N9O2Y
Source: the Open Molecules 2025 dataset
Level of theory: the ωB97M-V functional and the def2-TZVPD basis

```
67
Properties=species:S:1:pos:R:3:forces:R:3
Y 0.933 -0.396 0.515 0.6308 -0.1014 0.1263
N -0.526 0.991 2.026 -0.0928 -0.1481 0.0906
C 0.216 2.200 2.431 -0.0128 0.0539 -0.0268
C 1.441 1.752 3.197 0.0336 -0.0250 0.0031
N 2.288 0.891 2.331 0.0011 0.0198 -0.0159
C 2.942 -0.184 3.117 0.0598 0.0668 -0.0011
C 1.964 -1.223 3.640 -0.0137 -0.0566 0.0718
N 1.216 -1.895 2.543 -0.1205 0.0127 -0.1228
C 3.311 1.748 1.680 0.0057 -0.0065 0.0692
C 3.798 1.175 0.368 0.0772 -0.0596 -0.0340
N 2.642 1.059 -0.554 -0.0751 -0.1052 -0.0365
H -0.940 0.554 2.846 -0.0150 0.0540 0.0276
H -1.300 1.238 1.415 -0.0219 0.0272 0.0202
H 0.496 2.738 1.520 0.0168 -0.0014 0.0153
H -0.392 2.884 3.026 0.0234 -0.0299 0.0248
H 2.018 2.599 3.578 -0.0253 0.0177 -0.0289
H 1.122 1.186 4.071 -0.0190 0.0077 -0.0024
H 3.681 -0.671 2.478 -0.0204 -0.0165 -0.0072
H 3.493 0.246 3.962 -0.0436 -0.0210 0.0082
H 2.517 -1.951 4.237 0.0093 0.0266 -0.0243
H 1.228 -0.779 4.309 0.0255 0.0282 -0.0109
H 1.804 -2.630 2.160 0.0187 -0.0243 0.0547
H 0.411 -2.372 2.940 0.0021 -0.0045 0.0241
H 2.853 2.721 1.488 0.0043 -0.0052 -0.0213
H 4.149 1.927 2.362 0.0056 -0.0277 -0.0334
H 4.590 1.805 -0.043 -0.0560 0.0379 0.0098
H 4.216 0.177 0.496 0.0295 0.0269 0.0229
H 2.295 1.988 -0.784 0.0331 0.0229 -0.0127
H 2.941 0.659 -1.440 0.0296 0.0102 -0.0039
N -0.316 -1.910 -3.024 0.0503 0.0631 0.0180
N 0.249 -3.177 -3.010 0.0616 -0.0765 0.0733
C 1.279 -3.474 -2.215 -0.1415 0.1973 -0.0788
N 1.871 -4.645 -2.395 -0.0244 -0.0090 0.0406
N 1.588 -2.542 -1.256 0.1339 -0.2172 0.0050
N 2.739 -2.703 -0.591 -0.1384 0.1190 0.0060
O 2.904 -1.807 0.284 0.0766 0.0485 0.0538
O 3.562 -3.569 -0.753 -0.0339 -0.0253 -0.0385
H -1.267 -1.933 -2.674 -0.0392 0.0073 -0.0170
H -0.279 -1.528 -3.960 -0.0277 0.0206 -0.0111
H -0.091 -3.892 -3.638 -0.0142 -0.0164 -0.0038
H 1.594 -5.236 -3.162 0.0250 -0.0177 0.0126
H 2.670 -4.904 -1.843 0.0476 -0.0049 0.0154
C -3.800 4.201 -2.452 -0.0288 0.0016 0.0050
C -2.576 4.165 -3.104 -0.0106 0.0046 -0.0061
C -1.609 3.252 -2.714 -0.0002 0.0392 -0.0043
C -1.859 2.351 -1.682 -0.0375 -0.1427 0.0363
C -3.090 2.402 -1.026 -0.0643 0.0654 -0.0125
C -4.053 3.322 -1.407 0.0342 -0.0111 -0.0025
C -0.807 1.393 -1.266 -0.0695 0.1525 -0.0079
C -0.895 0.158 -0.745 -0.2877 0.0629 -0.1237
C -2.132 -0.636 -0.601 0.0443 0.0166 -0.1253
C -2.279 -1.461 0.519 -0.1103 -0.0852 0.0439
C -3.365 -2.319 0.664 0.0489 0.0507 -0.0169
C -4.319 -2.387 -0.336 -0.0354 -0.0353 0.0134
C -4.185 -1.591 -1.469 -0.0077 0.0180 -0.0222
C -3.112 -0.726 -1.600 0.0285 -0.0405 0.0447
H -4.554 4.916 -2.750 0.0007 0.0163 -0.0111
H -2.373 4.853 -3.914 0.0024 0.0128 -0.0129
H -0.652 3.235 -3.222 0.0184 -0.0097 -0.0003
H -3.305 1.715 -0.217 0.0223 0.0144 0.0082
H -5.001 3.355 -0.888 -0.0168 0.0098 0.0009
H 0.194 1.826 -1.389 0.0092 -0.0129 -0.0139
H -1.552 -1.428 1.334 0.0231 0.0223 -0.0415
H -3.461 -2.930 1.551 -0.0118 -0.0107 0.0093
H -5.165 -3.054 -0.238 -0.0113 -0.0050 0.0069
H -4.933 -1.639 -2.250 -0.0036 -0.0037 -0.0125
H -3.029 -0.093 -2.476 -0.0020 0.0011 -0.0171
```
Positions in Å, forces in eV/Å.

* ΔE to the lowest compared entry with this formula, charge and spin: 61.7 kJ/mol
* Kohn-Sham gap: 6.56 eV
* molar mass: 533.470 g mol⁻¹
* LUMO level: -6.019 eV
* charge: +2
* energy: -40864.06412 eV

---

Formula: C10H15PS
Source: the Open Molecules 2025 dataset
Level of theory: the ωB97M-V functional and the def2-TZVPD basis

```
27
Properties=species:S:1:pos:R:3:forces:R:3
C 1.346 -0.548 -0.169 -0.0010 0.2881 -0.0689
C 2.100 0.533 0.030 -0.1095 -0.0030 -0.1676
C -2.928 0.671 -0.258 -0.2748 -0.0658 0.0855
C -1.211 -1.179 0.037 -0.1180 -0.2339 0.0514
C -1.971 1.615 -1.007 0.2989 0.5793 0.2905
C -0.084 -0.330 -0.580 0.1459 0.2724 -0.0332
C -1.147 0.664 1.589 -0.0225 0.9090 -0.2558
C -2.133 -0.187 0.779 0.0566 -0.3699 0.2057
C 1.920 -1.929 -0.095 -0.0129 0.1245 -0.0377
C 3.564 0.536 0.319 -0.0485 0.0007 0.0104
P -0.500 1.326 0.130 -0.5608 -1.4127 -0.4062
S 1.359 2.176 -0.113 -0.0311 0.0543 0.1250
H -3.670 1.257 0.288 0.0772 -0.0337 -0.0150
H -3.466 0.021 -0.950 -0.0026 0.0219 -0.1053
H -1.754 -1.737 -0.728 0.0404 -0.0383 -0.0683
H -0.812 -1.888 0.760 -0.0086 -0.0083 -0.0111
H -1.781 1.311 -2.035 0.1429 0.0418 0.0713
H -2.303 2.653 -0.991 -0.0195 -0.0742 -0.0599
H -0.122 -0.364 -1.677 -0.0911 0.1654 0.0989
H -1.583 1.353 2.306 0.0055 0.0440 0.1002
H -2.840 -0.717 1.421 0.0620 0.0728 0.0255
H 2.591 -2.112 -0.936 0.0378 -0.0906 -0.0439
H 1.125 -2.669 -0.120 0.0156 -0.1343 0.0276
H 2.494 -2.057 0.821 0.0477 -0.1119 0.0748
H 4.101 -0.012 -0.454 0.1138 -0.0127 -0.0082
H 3.762 0.057 1.278 0.0823 0.0047 0.0699
H 3.942 1.554 0.355 0.1741 0.0103 0.0444
```
Positions in Å, forces in eV/Å.

* ΔE to the lowest compared entry with this formula, charge and spin: 91.6 kJ/mol
* Kohn-Sham gap: 7.71 eV
* molar mass: 198.271 g mol⁻¹
* LUMO level: 0.666 eV
* charge: 0
* energy: -30735.30470 eV

---

Formula: C15H22BF4N2O4RuSi2
Source: the Open Molecules 2025 dataset
Level of theory: the ωB97M-V functional and the def2-TZVPD basis

```
51
Properties=species:S:1:pos:R:3:forces:R:3
Ru -0.068 0.236 -0.024 0.3375 -2.1167 -0.0909
N 0.462 -2.167 -0.534 -0.7727 1.4162 0.3232
C 1.811 -2.323 -0.014 0.5820 -0.0584 0.0578
C 2.696 -1.150 -0.488 -0.3634 -0.1111 0.1628
O 3.880 -1.361 -0.777 0.3361 -0.2325 -0.0340
N 2.043 -0.003 -0.534 -1.4644 -0.2785 0.4208
C 2.670 1.152 -1.088 0.2148 1.1037 0.1684
C 2.256 2.448 -0.306 1.4802 -1.2799 -1.3076
O 3.004 3.418 -0.394 0.1494 0.6178 0.1444
O 1.168 2.379 0.309 -2.3647 -0.5968 0.8300
H -0.171 -2.886 -0.202 -0.1015 0.2259 -0.0362
H 0.458 -2.145 -1.553 -0.1501 0.0297 0.0510
H 2.295 -3.263 -0.331 -0.1266 0.2849 0.0627
H 1.756 -2.304 1.080 0.0611 -0.0361 -0.0747
H 2.304 1.332 -2.112 0.1438 -0.1266 0.0270
H 3.763 1.048 -1.121 -0.3159 0.1054 0.0507
C 1.196 0.939 3.347 -0.7210 -0.1622 -0.5832
Si -0.310 0.207 2.355 0.7364 -0.2476 0.2486
C -0.565 -1.493 3.305 0.0133 0.6240 -0.6977
C -1.848 1.206 3.008 0.1851 -0.1636 -0.9788
C -2.021 1.416 4.368 -0.0603 0.1385 0.4454
C -3.122 2.085 4.886 -0.0045 -0.0764 -0.1519
C -4.105 2.542 4.016 0.0384 0.1356 0.4682
C -3.959 2.332 2.663 0.1823 -0.0155 -0.7011
C -2.837 1.689 2.119 -0.0030 -0.5676 0.3103
Si -2.780 1.331 0.254 -0.4033 1.4048 -1.2754
C -4.578 1.459 -0.442 0.5557 -0.1126 0.5055
C -1.789 2.576 -0.813 -0.1850 -0.5068 0.5027
H 1.009 0.992 4.416 -0.1304 -0.0590 0.2894
H 1.422 1.935 2.988 0.0634 0.2442 -0.1615
H 2.078 0.325 3.188 0.1578 -0.1757 -0.1038
H -0.802 -1.323 4.352 -0.0288 0.1531 0.2321
H 0.329 -2.110 3.265 0.2333 -0.0737 -0.0693
H -1.381 -2.061 2.870 -0.2343 -0.1589 -0.1456
H -1.269 1.041 5.052 0.0608 -0.0010 0.0688
H -3.222 2.238 5.955 0.0089 -0.0090 0.0023
H -4.976 3.064 4.399 0.0239 -0.0341 -0.0313
H -4.726 2.692 1.991 -0.1880 0.0330 -0.0492
H -4.964 2.467 -0.320 -0.0635 0.2911 0.0278
H -5.260 0.778 0.054 -0.1638 -0.2133 0.1615
H -4.586 1.228 -1.501 0.1457 -0.0691 -0.2552
H -2.289 3.536 -0.905 -0.2762 0.1626 0.1229
H -1.654 2.174 -1.818 -0.0379 -0.1098 -0.0162
H -0.798 2.760 -0.393 0.0401 0.1192 -0.0267
O -2.557 -1.551 0.116 0.2264 1.9827 -1.1719
C -2.158 -0.424 -0.141 2.0994 -1.5291 2.3641
F -0.367 0.180 -2.467 0.0984 0.3079 0.2754
B -0.456 -0.397 -3.762 0.1022 0.2035 -0.0216
F 0.422 0.243 -4.609 0.5417 0.3748 -0.4185
F -0.136 -1.744 -3.667 0.2447 -0.9368 0.2563
F -1.748 -0.254 -4.230 -0.9033 0.0998 -0.1776
```
Positions in Å, forces in eV/Å.

* ΔE to the lowest compared entry with this formula, charge and spin: 386.1 kJ/mol
* Kohn-Sham gap (alpha / beta): 6.35 / 6.52 eV
* molar mass: 538.397 g mol⁻¹
* LUMO level (alpha / beta): 4.548 / 4.545 eV
* 2S+1: 2
* charge: -2
* expectation value of S²: 0.82
* energy: -56975.03555 eV

---

Formula: C20H20AsN3O5S3Ta
Source: the Open Molecules 2025 dataset
Level of theory: the ωB97M-V functional and the def2-TZVPD basis

```
53
Properties=species:S:1:pos:R:3:forces:R:3
Ta 0.046 0.369 -0.356 0.4513 2.3903 0.8145
O 6.215 -0.116 0.093 0.1316 0.0047 0.2022
C 4.896 -0.088 -0.043 -0.3331 -0.0294 -0.0898
C 4.256 -0.113 -1.294 0.0276 0.0075 0.0126
C 2.886 -0.055 -1.309 -0.1965 0.0450 0.0008
N 2.182 0.030 -0.184 0.0595 -0.2078 -0.0938
C 2.767 0.006 1.013 -0.2023 0.0601 -0.0383
C 4.130 -0.054 1.136 0.0973 0.0013 0.0269
C 1.727 0.043 2.121 0.4394 -0.0909 0.1835
O 1.995 -0.099 3.280 -0.0568 0.0594 -0.0787
O 0.511 0.220 1.628 -0.3295 -0.0295 -0.6390
C 1.969 -0.113 -2.527 1.0422 -0.0806 -0.1525
O 2.382 -0.281 -3.633 -0.2406 0.0406 0.0700
O 0.703 0.004 -2.151 -0.3720 -0.3378 -0.1851
H 6.675 -0.113 -0.754 -0.0047 -0.0093 -0.1115
H 4.804 -0.174 -2.226 0.0018 -0.0021 -0.0014
H 4.605 -0.062 2.107 -0.0079 -0.0151 -0.0006
C -2.058 -0.282 3.342 0.1850 0.1194 -0.2790
As -2.521 0.909 1.881 -1.0705 0.1809 0.9055
C -1.916 2.716 2.191 0.1664 -0.1811 -0.1224
C -4.431 1.080 2.186 0.1453 -0.0038 -0.2535
S -2.399 0.032 -0.089 -0.0958 -0.1681 0.1755
H -2.239 0.279 4.258 -0.0221 0.0078 0.0044
H -1.024 -0.609 3.310 0.0231 0.0684 -0.0593
H -2.738 -1.130 3.289 -0.0247 0.0099 -0.0037
H -2.365 3.035 3.131 -0.0624 -0.0930 0.0068
H -2.281 3.324 1.366 0.0026 0.0094 -0.0013
H -0.835 2.782 2.236 0.0381 -0.0707 0.0037
H -4.588 1.503 3.176 0.0454 0.0058 0.0193
H -4.909 0.104 2.126 0.0640 -0.0362 -0.0177
H -4.864 1.735 1.433 0.0316 0.0186 0.0031
S 0.072 2.606 -0.450 -0.0121 -2.1581 -0.0054
S 0.066 -6.836 0.155 0.1353 0.0563 0.1616
C 0.065 -5.052 0.095 -0.0288 -0.0542 -0.0088
C 1.037 -4.366 -0.620 -0.0245 0.0474 0.0320
C 0.996 -2.985 -0.642 0.0248 -0.0811 -0.0201
N 0.060 -2.272 -0.010 0.0546 0.6025 -0.3775
C -0.878 -2.937 0.668 -0.0452 -0.0046 0.1426
C -0.916 -4.316 0.749 0.1049 -0.0151 -0.0699
C 1.157 -6.996 1.578 -0.2427 -0.0119 -0.2423
C 2.527 -7.097 1.406 0.0568 -0.0095 0.1105
C 3.314 -7.228 2.545 -0.0449 0.0037 -0.0944
N 2.815 -7.264 3.775 0.1159 -0.0018 0.1493
C 1.499 -7.177 3.922 -0.0904 0.0056 -0.0759
C 0.620 -7.044 2.854 0.1168 -0.0085 0.0692
H 1.808 -4.901 -1.158 0.0043 0.0154 -0.0050
H 1.742 -2.429 -1.196 -0.0238 -0.0502 -0.0061
H -1.632 -2.336 1.160 0.0030 -0.0085 -0.0359
H -1.699 -4.814 1.304 -0.0039 0.0176 0.0130
H 2.972 -7.084 0.420 -0.0044 -0.0148 -0.0018
H 4.391 -7.313 2.463 -0.0158 0.0049 -0.0275
H 1.127 -7.221 4.940 -0.0139 0.0048 -0.0213
H -0.448 -6.987 3.012 0.0008 -0.0137 0.0125
```
Positions in Å, forces in eV/Å.

* ΔE to the lowest compared entry with this formula, charge and spin: 75.9 kJ/mol
* Kohn-Sham gap: 8.13 eV
* molar mass: 734.467 g mol⁻¹
* LUMO level: -3.788 eV
* charge: +1
* energy: -130667.70578 eV

---

Formula: ClH3N2O2S
Source: the Open Molecules 2025 dataset
Level of theory: the ωB97M-V functional and the def2-TZVPD basis

```
9
Properties=species:S:1:pos:R:3:forces:R:3
N 1.554 0.512 -0.100 1.0396 -0.2952 0.4769
N 0.773 0.058 0.891 1.7020 -1.7177 -0.9878
O -1.030 -0.219 -1.457 0.4481 0.4373 -0.9588
O -1.947 -1.652 0.273 -0.1202 0.1695 0.5915
S -1.408 -0.372 -0.094 -0.2728 0.0875 0.2272
Cl -3.010 1.213 0.156 0.7864 -0.7417 0.1368
H 2.274 -0.072 -0.660 -1.9584 1.0737 1.3879
H 1.760 1.538 -0.054 -0.6227 -1.4068 -0.2482
H 1.032 -1.007 1.044 -1.0020 2.3933 -0.6255
```
Positions in Å, forces in eV/Å.

* ΔE to the lowest compared entry with this formula, charge and spin: 173.8 kJ/mol
* Kohn-Sham gap (alpha / beta): 7.99 / 6.87 eV
* molar mass: 130.556 g mol⁻¹
* LUMO level (alpha / beta): -1.548 / -2.477 eV
* charge: 0
* energy: -30478.01504 eV